Formula: C59H56IKN6O5Te
Source: the OMol25 dataset
Level of theory: ωB97M-V/def2-TZVPD

- Kohn-Sham gap (alpha / beta): 0.15657 / 0.25106 Eh
- Largest force on an atom: 1.24 eV Å⁻¹

ORCA input file:
```
! wB97M-V def2-TZVPD RIJCOSX def2/J DEFGRID3
* xyz -1 2
K 0.349 0.429 0.290
C 3.155 0.832 2.988
C 4.292 -0.036 2.443
C 5.484 0.831 2.056
C 3.780 -0.907 1.312
C 2.933 -1.975 1.605
C 2.424 -2.786 0.605
C 2.750 -2.578 -0.733
C 2.188 -3.487 -1.793
C 3.597 -1.520 -1.028
C 4.092 -0.689 -0.026
H 3.508 1.489 3.787
H 2.334 0.229 3.383
H 2.755 1.460 2.190
H 4.615 -0.714 3.241
H 5.204 1.565 1.297
H 6.310 0.233 1.668
H 5.838 1.387 2.926
H 2.672 -2.196 2.636
H 1.775 -3.615 0.866
H 2.741 -3.399 -2.727
H 1.142 -3.240 -2.000
H 2.223 -4.529 -1.472
H 3.873 -1.327 -2.059
H 4.737 0.135 -0.308
C 1.966 -0.651 -4.326
C 2.573 0.695 -4.046
N 3.277 1.221 -5.038
C 3.852 2.412 -4.880
C 3.820 3.128 -3.704
C 4.482 4.480 -3.672
O 3.557 5.543 -3.462
C 3.112 2.586 -2.614
C 3.139 3.342 -1.353
N 2.790 2.949 -0.191
C 3.137 3.821 0.865
C 4.440 4.321 0.961
C 4.836 5.115 2.024
C 3.932 5.428 3.026
C 2.637 4.937 2.955
C 2.243 4.136 1.893
I 0.285 3.423 1.880
C 2.430 1.378 -2.813
O 1.671 0.948 -1.795
H 2.575 -1.137 -5.088
H 0.948 -0.547 -4.708
H 1.895 -1.259 -3.432
H 4.384 2.806 -5.740
H 5.014 4.620 -4.617
H 5.221 4.558 -2.872
H 2.713 5.290 -3.858
H 3.549 4.348 -1.464
H 5.155 4.045 0.196
H 5.854 5.479 2.071
H 4.229 6.041 3.867
H 1.924 5.170 3.734
O -4.382 0.020 6.394
N -4.865 0.671 5.425
O -5.995 1.214 5.510
C -4.148 0.828 4.243
C -4.756 1.557 3.220
C -4.128 1.756 1.982
C -4.751 2.484 0.937
C -4.119 2.612 -0.265
C -2.853 2.029 -0.434
N -2.228 1.365 0.523
C -2.849 1.216 1.713
C -2.195 0.447 2.768
N -1.000 -0.097 2.469
C -0.365 -0.802 3.388
C -0.861 -0.996 4.667
C -2.094 -0.469 4.987
C -2.822 0.265 4.032
H -5.738 1.966 3.399
H -5.733 2.909 1.108
H -4.577 3.139 -1.093
H -2.361 2.084 -1.397
H 0.591 -1.229 3.094
H -0.295 -1.564 5.396
H -2.531 -0.609 5.960
C -2.507 -8.421 0.933
C -2.281 -6.981 0.557
C -2.815 -6.447 -0.607
C -2.609 -5.119 -0.972
C -3.242 -4.630 -2.249
C -1.850 -4.284 -0.132
Te -1.538 -2.259 -0.745
N 0.469 0.152 -2.100
C -0.435 0.882 -2.758
O -1.526 0.388 -3.092
C -0.166 2.326 -3.136
C -0.094 2.672 -4.480
C 0.144 3.987 -4.855
C 0.286 4.974 -3.885
C 0.198 4.635 -2.540
C -0.021 3.316 -2.170
C -3.565 -1.658 -0.617
C -4.059 -0.958 -1.717
C -5.365 -0.491 -1.721
C -6.183 -0.728 -0.627
C -5.690 -1.425 0.465
C -4.380 -1.903 0.496
C -3.910 -2.664 1.704
C -1.313 -4.807 1.053
C -0.540 -3.986 2.053
C -1.531 -6.145 1.369
H -3.145 -8.922 0.204
H -2.985 -8.501 1.911
H -1.562 -8.966 0.985
H -3.410 -7.080 -1.257
H -3.669 -5.465 -2.805
H -2.518 -4.115 -2.880
H -4.039 -3.913 -2.041
H -0.220 1.902 -5.232
H 0.209 4.245 -5.905
H 0.449 6.006 -4.177
H 0.302 5.396 -1.776
H -0.068 3.060 -1.119
H -3.403 -0.753 -2.554
H -5.733 0.068 -2.574
H -7.202 -0.360 -0.614
H -6.324 -1.591 1.329
H -4.543 -2.446 2.565
H -2.883 -2.396 1.954
H -3.932 -3.741 1.522
H -0.199 -3.043 1.636
H 0.323 -4.543 2.426
H -1.172 -3.749 2.913
H -1.108 -6.537 2.290
*
```